Entry from OMol25: C3H5BBeF4I2OS2 as an isolated structure (the ωB97M-V functional and the def2-TZVPD basis).

```
! RIJCOSX wB97M-V def2-TZVPD def2/J DEFGRID3
* xyz 0 1
Be -0.3333 -0.6207 -0.4285
I 2.2659 -3.5643 -0.0719
C 2.0870 -2.2726 1.5784
I 0.1050 -1.6662 1.9749
H 2.6372 -1.3644 1.3765
H 2.4359 -2.7797 2.4664
C 0.4988 3.9108 -0.4327
O 1.2363 2.7159 -0.7669
C 0.6395 1.5589 -0.6373
S -0.9687 1.3726 -0.1200
S 1.5271 0.1506 -1.0240
H 1.2060 4.7201 -0.5668
H 0.1586 3.8628 0.5982
H -0.3481 4.0242 -1.1045
F -1.1559 -1.6332 -1.0896
B -2.8777 -2.0779 -0.4895
F -3.5665 -1.6371 -1.5458
F -2.8677 -1.3084 0.6267
F -2.6793 -3.3915 -0.3436
*
```

HOMO energy   -0.3503 Ha
Orbital gap   9.09 eV
Relative energy (zero: lowest compared OMol25 entry of this formula, charge and spin)   0.0 kcal per mole

Entry from OMol25: a 7-piece molecular cluster, H14O7 overall (the ωB97M-V functional and the def2-TZVPD basis).

```
! RIJCOSX wB97M-V def2-TZVPD def2/J DEFGRID3
* xyz 0 1
O -1.2661 0.6633 -3.1273
H -0.8350 1.2878 -2.5438
H -0.7470 -0.1370 -3.0481
O 0.1933 2.3189 -1.6027
H 1.1467 2.2388 -1.5749
H 0.0073 3.1346 -1.1376
O 0.3315 -0.6122 0.1993
H 0.3125 0.2684 -0.1754
H -0.0628 -0.5129 1.0658
O 2.2643 -0.8622 -2.5105
H 2.3012 -0.1622 -1.8588
H 2.7234 -0.5064 -3.2713
O -0.3573 0.7582 4.3318
H -0.6374 -0.0566 3.9148
H -1.1729 1.1914 4.5838
O 0.5277 -3.2026 0.7974
H 1.3868 -3.4065 1.1669
H 0.5593 -2.2624 0.6211
O -1.9880 0.1325 1.6431
H -2.1325 0.3487 0.7219
H -2.5550 -0.6216 1.8045
*
```

Structure (SMILES)   O.O.O.O.O.O.O
HOMO energy   -0.3955 Ha
Orbital gap   10.56 eV
Relative energy (zero: lowest compared OMol25 entry of this formula, charge and spin)   44.4 kcal per mole